Molecular formula: C10H10N2O3S
Method: DFT, wB97M-V/def2-TZVPD

**Highest occupied orbital energy**: -8.791 eV
**Kohn-Sham gap**: 7.39 eV
**Max |F|**: 0.1140 hartree/bohr
**Total charge**: 0
**LUMO level**: -1.4 eV
**SMILES string**: O=C(O)CCCc1cc(O)c2nsnc2c1

```
26
C10H10N2O3S (wB97M-V/def2-TZVPD)
O -1.461 -3.033 -3.271
C -0.653 -2.071 -3.117
O 0.303 -1.736 -4.142
C -0.613 -1.189 -1.750
C -1.040 -2.189 -0.567
C -0.549 -1.752 0.906
C -0.175 -0.207 1.064
C 1.311 0.100 1.574
C 1.823 1.536 1.825
O 3.171 1.728 2.285
C 0.865 2.754 1.586
N 1.182 4.146 1.812
S -0.292 4.904 1.349
N -1.374 3.651 0.871
C -0.587 2.452 1.053
C -1.131 0.985 0.791
H 0.481 -0.773 -3.966
H -1.474 -0.427 -1.869
H 0.382 -0.653 -1.596
H -0.521 -3.201 -0.792
H -2.165 -2.415 -0.521
H -1.370 -2.001 1.678
H 0.365 -2.388 1.173
H 2.015 -0.795 1.761
H 3.701 1.790 1.448
H -2.192 0.784 0.413
```